Record 1
C38H39ClCsN4O11PS | the ωB97M-V functional and the def2-TZVPD basis

Last column: Mulliken charge in e.
Positions of all 96 atoms, in Å:
Cs 0.021 -0.001 -0.687  2.4635
C -4.359 -1.289 1.432  -0.5010
C -4.469 -2.459 2.163  -0.6799
C -3.562 -3.492 1.951  -0.7826
C -2.568 -3.311 1.000  0.5918
N -2.438 -2.175 0.321  0.1429
C -3.302 -1.197 0.532  -0.1590
C -1.601 -4.370 0.572  0.3878
C -1.917 -5.724 0.602  -0.9525
C -1.026 -6.618 0.029  -0.6645
C 0.127 -6.139 -0.568  -0.8369
C 0.369 -4.767 -0.531  0.5610
N -0.466 -3.916 0.051  0.4991
C 1.558 -4.139 -1.182  0.3318
C 1.964 -4.517 -2.454  -0.9557
C 2.993 -3.805 -3.051  -0.4388
C 3.581 -2.764 -2.357  -0.7524
C 3.123 -2.477 -1.077  -0.1441
N 2.131 -3.151 -0.502  0.0306
H -5.024 -0.452 1.582  0.3509
H -5.252 -2.569 2.905  0.3686
H -3.624 -4.411 2.521  0.3784
H -3.137 -0.303 -0.064  0.3897
H -2.857 -6.061 1.020  0.3804
H -1.243 -7.680 0.027  0.3890
H 0.833 -6.806 -1.044  0.5133
H 1.438 -5.297 -2.990  0.3837
H 3.303 -4.041 -4.062  0.3794
H 4.359 -2.153 -2.794  0.4679
H 3.550 -1.656 -0.504  0.3486
O -2.746 3.964 -0.837  -0.8500
C -2.083 2.920 -0.947  -0.6483
O -1.442 2.303 -0.051  0.6835
C -2.012 2.290 -2.347  0.6709
C -2.301 3.053 -3.471  -0.9837
C -2.222 2.450 -4.715  -0.3468
C -1.848 1.119 -4.805  -0.7204
C -1.533 0.433 -3.639  0.3602
N -1.643 1.007 -2.431  0.2289
C -0.943 -0.988 -3.699  -0.0974
O -1.480 -1.782 -4.488  -0.8415
O 0.053 -1.151 -2.947  -0.5947
H -2.578 4.089 -3.338  0.5379
H -2.432 3.020 -5.614  0.4085
H -1.769 0.600 -5.751  0.4869
O 0.928 0.263 1.590  -1.5118
S 1.851 -0.907 1.848  0.7966
C 2.744 -0.462 3.353  -1.0911
C 1.752 -0.676 4.488  -0.1685
C 1.190 -2.075 4.236  -0.7354
C 0.802 -2.107 2.757  0.7302
H 3.084 0.556 3.187  0.3641
H 3.617 -1.115 3.424  0.4480
H 0.951 0.063 4.401  -0.1478
H 2.214 -0.569 5.472  0.4635
H 0.337 -2.313 4.876  0.3770
H 1.973 -2.814 4.437  0.3386
H -0.210 -1.732 2.608  -0.7815
H 0.904 -3.075 2.270  0.3143
C -3.795 2.599 1.865  -0.8740
O -3.309 1.430 2.516  -0.3692
P -1.738 0.946 2.259  0.3297
O -1.035 2.170 3.108  -0.4744
C 0.031 2.953 2.566  -0.3142
O -1.783 -0.183 3.478  -0.2809
C -2.194 0.139 4.794  -0.8668
H -4.581 3.023 2.494  0.2836
H -4.212 2.352 0.885  0.2659
H -3.015 3.339 1.695  0.3215
H 0.983 2.445 2.710  0.0113
H 0.026 3.900 3.109  0.3738
H -0.125 3.137 1.503  0.1241
H -2.860 -0.650 5.153  0.2236
H -2.725 1.090 4.831  0.2708
H -1.323 0.193 5.454  0.2160
C 3.232 5.899 -1.865  -1.4182
C 2.558 4.725 -2.512  1.0487
C 2.058 4.796 -3.800  -0.8755
C 1.453 3.691 -4.376  0.0775
Cl 0.861 3.815 -6.028  -0.3041
C 1.330 2.508 -3.681  -1.7022
C 1.825 2.420 -2.385  0.7753
C 2.444 3.520 -1.801  0.1487
O 2.964 3.555 -0.556  -0.6419
C 2.890 2.390 0.267  0.3104
C 3.903 1.278 -0.102  0.5886
O 4.486 1.348 -1.192  -0.7610
O 3.970 0.369 0.771  -0.7017
H 3.268 6.746 -2.553  0.3808
H 4.250 5.644 -1.562  0.2931
H 2.706 6.205 -0.959  0.2782
H 2.143 5.718 -4.362  0.3191
H 0.868 1.642 -4.137  0.6746
H 1.754 1.469 -1.880  0.1481
H 1.860 2.028 0.323  -0.4715
H 3.169 2.730 1.265  0.4112

Summary:
HOMO in eV: -2.92
E_LUMO in Eh: 0.1294
Total charge: -2

***

Record 2
C38H39N5O5Pd | the ωB97M-V functional and the def2-TZVPD basis

Last column: Mulliken charge in e.
Positions of all 88 atoms, in Å:
Pd 0.213 -0.464 0.699  0.7490
O -3.497 -0.316 3.477  -0.6564
C -3.719 1.006 3.497  0.2745
C -4.734 1.464 4.337  -0.6868
C -5.041 2.808 4.387  -0.2227
C -4.343 3.735 3.609  -0.8287
C -3.319 3.293 2.799  -0.3056
C -2.982 1.933 2.730  -0.0014
C -1.862 1.480 1.889  1.1417
O -1.716 0.255 1.675  -0.9733
N -1.056 2.473 1.382  -0.9471
N -0.061 1.962 0.706  0.7588
C 0.656 2.869 0.056  -0.7737
C 1.856 2.605 -0.600  0.8961
C 2.368 3.627 -1.455  -0.7664
C 3.516 3.461 -2.156  -0.5767
C 4.255 2.241 -2.026  -0.6207
C 3.836 1.249 -1.206  -0.3620
C 2.629 1.375 -0.422  0.4835
O 2.318 0.463 0.379  -0.7182
H -2.793 -0.483 2.818  0.4221
H -5.271 0.738 4.933  0.4191
H -5.838 3.145 5.041  0.3690
H -4.598 4.786 3.645  0.3915
H -2.746 3.988 2.200  0.4450
H 0.263 3.886 0.015  0.3283
H 1.804 4.550 -1.548  0.3825
H 3.872 4.246 -2.810  0.4119
H 5.172 2.114 -2.589  0.4239
H 4.399 0.331 -1.092  0.4093
O 0.434 -1.118 2.753  -0.3049
N -0.211 -2.152 3.104  -0.8526
N -0.888 -2.692 2.178  1.9118
O -0.943 -2.271 0.925  -0.9607
C -1.609 -3.906 2.495  -0.3017
C -2.567 -4.342 1.596  -0.0356
C -3.262 -5.514 1.868  -0.7926
C -2.996 -6.236 3.022  -0.4277
C -2.029 -5.781 3.910  -0.6905
C -1.326 -4.616 3.652  -0.1823
H -2.753 -3.762 0.704  0.4688
H -4.016 -5.860 1.171  0.3861
H -3.538 -7.152 3.230  0.4087
H -1.814 -6.341 4.811  0.3999
H -0.571 -4.255 4.336  0.4903
C -0.473 2.095 -3.483  -1.3229
C 0.127 0.709 -3.481  -0.3281
C 0.449 0.047 -4.667  -0.7816
C 1.007 -1.235 -4.663  -0.1424
C 1.307 -1.950 -5.959  -1.7211
C 1.276 -1.852 -3.457  -0.3660
C 0.993 -1.213 -2.214  -0.0253
C 0.382 0.070 -2.291  0.3159
N 1.235 -1.687 -0.968  1.3078
C 1.979 -2.921 -0.662  0.6477
C 2.063 -3.032 0.868  -0.5185
C 2.782 -4.311 1.303  0.5142
C 2.017 -5.523 0.765  -1.4038
C 1.950 -5.437 -0.764  0.3604
C 3.373 -5.413 -1.341  -1.3745
C 4.144 -4.212 -0.777  0.3243
C 4.208 -4.315 0.749  -1.6072
C 3.439 -2.911 -1.181  -0.9386
C 1.208 -4.160 -1.176  -0.9162
H -0.663 2.441 -4.498  0.4357
H 0.203 2.806 -3.002  0.1344
H -1.415 2.115 -2.933  0.2956
H 0.251 0.536 -5.616  0.2893
H 1.077 -1.324 -6.820  0.3915
H 0.720 -2.866 -6.042  0.3452
H 2.361 -2.229 -6.017  0.3501
H 1.678 -2.849 -3.482  0.6776
H 0.131 0.589 -1.375  0.8209
H 1.049 -3.043 1.262  -1.5928
H 2.567 -2.147 1.262  0.8916
H 2.807 -4.343 2.394  0.4084
H 1.004 -5.543 1.182  0.3850
H 2.516 -6.448 1.068  0.5674
H 1.407 -6.298 -1.158  0.3604
H 3.333 -5.356 -2.435  0.5193
H 3.896 -6.339 -1.084  0.5568
H 5.155 -4.200 -1.188  0.3042
H 4.770 -3.469 1.157  0.5094
H 4.731 -5.232 1.043  0.5472
H 3.500 -2.799 -2.258  0.5498
H 3.950 -2.052 -0.738  0.1462
H 0.202 -4.132 -0.747  0.1257
H 1.102 -4.131 -2.262  0.5732

Summary:
Expectation value of S²: 6.10
HOMO (alpha / beta) in eV: -7.40 / -8.06
E_LUMO (alpha / beta) in Eh: 0.0005 / -0.0712
Total charge: 0
Multiplicity: 5

***

Record 3
C38H40BF10N6PRbS2 | the ωB97M-V functional and the def2-TZVPD basis

Last column: Mulliken charge in e.
Positions of all 99 atoms, in Å:
Rb -1.048 1.601 1.678  0.8830
C 1.272 -0.466 -0.990  -0.4738
C 1.742 0.289 -2.209  0.3859
C 3.210 0.220 -2.006  -0.9424
C 3.541 -0.306 -0.802  -1.0920
C 2.313 -0.762 -0.166  -0.1382
H 0.248 -0.674 -0.706  0.4838
H 1.343 0.841 -4.170  -0.0561
H 3.932 0.498 -2.760  0.5949
H 4.541 -0.431 -0.394  0.4044
H 2.135 -1.270 0.793  0.2718
C 4.913 4.994 2.469  -0.9426
N 4.423 3.864 3.194  0.3694
C 4.999 3.362 4.378  -0.8176
C 4.390 2.217 4.715  -0.4419
N 3.300 2.046 3.837  0.2877
B 2.151 1.002 4.085  0.6412
N 1.386 1.146 5.437  0.1690
C 2.092 1.080 6.654  -0.4431
C 1.222 1.140 7.665  -0.6363
N -0.057 1.180 7.134  0.2262
C -1.298 1.205 7.890  -0.9216
C 0.073 1.254 5.742  0.0705
S -1.279 1.143 4.739  -0.6882
C 3.290 3.050 2.905  -0.3204
S 2.153 3.213 1.661  -0.3787
H 5.889 4.723 2.049  0.3275
H 5.019 5.896 3.131  0.2958
H 4.216 5.255 1.688  0.2893
H 5.860 3.809 4.871  0.3935
H 4.637 1.432 5.428  0.5729
H 2.651 -0.099 4.011  -0.2143
H 1.310 1.090 3.173  -0.4716
H 3.141 0.932 6.682  0.2902
H 1.434 1.108 8.718  0.4446
H -1.439 0.284 8.476  0.3126
H -2.139 1.268 7.190  0.2716
H -1.270 2.117 8.557  0.3120
F -1.189 -0.837 1.287  -0.8535
N -1.178 -2.812 3.424  -0.0357
C 0.223 -2.905 2.827  0.0776
C 0.647 -4.329 2.620  -0.7775
N -0.315 -5.124 1.844  -0.3561
C -1.648 -5.068 2.412  -0.6800
C -2.181 -3.655 2.664  -0.3275
H -1.423 -1.821 3.214  0.1922
H -1.176 -2.999 4.462  0.4243
H 0.923 -2.316 3.422  0.1607
H 0.136 -2.386 1.879  -0.0501
H 0.856 -4.839 3.604  0.3611
H 1.665 -4.305 2.141  0.3833
H 0.053 -6.087 1.791  0.2495
H -1.591 -5.587 3.419  0.3366
H -2.370 -5.605 1.826  0.3999
H -3.151 -3.755 3.229  0.4154
H -2.326 -3.145 1.694  0.1755
F -6.765 -2.994 -5.022  -0.2618
C -6.695 -2.389 -3.772  0.8402
F -6.843 -3.332 -2.731  -0.2674
F -7.717 -1.439 -3.750  -0.2487
C -5.384 -1.672 -3.490  0.2671
C -4.540 -1.288 -4.595  -1.0882
C -3.339 -0.665 -4.307  0.0508
C -2.904 -0.448 -2.997  0.2124
C -3.759 -0.828 -1.954  -0.3313
C -4.986 -1.477 -2.165  -0.8718
P -1.269 0.138 -2.689  0.6182
C -0.136 -0.693 -3.702  0.0425
C -0.397 -1.898 -4.344  -0.4313
C 0.604 -2.672 -4.990  -1.6837
C 1.938 -2.220 -5.043  0.1531
C 2.212 -1.049 -4.394  -1.0120
C 1.269 -0.152 -3.649  1.2633
C 2.939 -3.120 -5.722  0.8365
F 4.171 -2.504 -5.837  -0.3013
F 3.073 -4.293 -5.026  -0.2583
F 2.552 -3.390 -7.011  -0.2686
C -1.345 1.833 -3.239  0.8090
C -0.991 2.106 -4.547  -0.5532
C -1.085 3.422 -4.981  -1.0136
C -1.516 4.455 -4.122  0.2194
C -2.022 4.118 -2.859  -0.8755
C -1.880 2.816 -2.405  -0.7403
C -1.548 5.933 -4.598  0.7847
F -0.711 6.186 -5.657  -0.2646
F -1.211 6.749 -3.564  -0.2470
F -2.886 6.236 -5.000  -0.2672
H -4.869 -1.434 -5.595  0.4684
H -2.684 -0.378 -5.137  0.3946
H -3.413 -0.717 -0.894  0.2949
H -5.609 -1.861 -1.401  0.4995
H -1.417 -2.271 -4.428  0.3351
H 0.303 -3.624 -5.413  0.2479
H 3.273 -0.675 -4.479  0.1565
H 1.513 1.357 -2.143  0.2606
H -0.640 1.341 -5.189  0.5712
H -0.831 3.714 -5.999  0.3871
H -2.464 4.885 -2.210  0.3300
H -2.246 2.512 -1.456  0.5283

Summary:
HOMO in eV: -2.22
E_LUMO in Eh: 0.0434
Total charge: -1

***

Record 4
C38H40Br42ClF4O7PS | the ωB97M-V functional and the def2-TZVPD basis

Last column: Mulliken charge in e.
Positions of all 134 atoms, in Å:
C 0.551 7.813 -0.658  -0.3308
C 0.069 6.557 -1.460  0.6084
O -0.824 5.911 -0.984  -0.4318
O 0.642 6.221 -2.689  -0.3935
C 1.638 5.172 -2.479  0.4736
C 1.770 4.237 -3.716  -0.2158
C 2.199 2.755 -3.331  -0.3095
C 0.994 2.190 -2.502  0.4696
C 1.044 1.999 -1.158  0.9213
C 2.290 2.316 -0.289  -1.0371
C 3.431 1.233 -0.334  -0.8890
C 4.806 2.031 -0.136  0.3341
C 5.944 1.154 0.444  0.1435
O 6.790 0.724 -0.286  -0.5195
O 5.965 0.852 1.806  -0.4244
C -0.254 1.466 -0.482  -1.1024
O -0.251 0.672 0.424  -0.5923
C -1.580 2.013 -1.109  0.8223
C -2.741 2.328 -0.297  0.4014
C -2.657 2.109 1.239  -1.2780
C -3.016 0.649 1.731  0.5083
C -3.520 -0.307 0.605  -1.0008
F -3.950 0.777 2.802  -0.3134
C -3.928 2.870 -0.981  0.9187
C -5.149 3.223 -0.084  -1.1317
O -5.564 2.133 0.772  -0.3377
C -6.283 2.638 1.820  0.9319
F -6.855 1.596 2.491  -0.2684
F -5.510 3.292 2.747  -0.2609
F -7.277 3.474 1.407  -0.2695
C -3.994 3.110 -2.410  -0.1395
P -5.442 3.837 -3.327  0.4854
S -4.858 5.551 -4.103  -0.4290
C -2.808 2.783 -3.234  0.1988
Cl -2.760 3.052 -4.990  -0.1024
C -1.636 2.245 -2.569  0.0868
C -0.308 1.894 -3.326  -0.8120
O -0.275 1.412 -4.423  -0.4741
H 0.499 8.696 -1.344  0.3617
H -0.117 8.042 0.208  0.2995
H 1.583 7.665 -0.236  -0.3706
H 1.312 4.637 -1.543  -0.4406
H 2.606 5.680 -2.211  0.2520
H 2.427 4.666 -4.516  0.5355
H 0.743 4.173 -4.171  -0.2433
H 3.136 2.825 -2.727  -0.0427
H 2.348 2.112 -4.230  0.2371
H 1.966 2.556 0.760  0.6522
H 2.742 3.266 -0.695  0.2327
H 3.447 0.640 -1.283  0.3679
H 3.360 0.549 0.552  0.5125
H 5.067 2.513 -1.115  0.3726
H 4.539 2.891 0.545  -0.1992
H 6.323 1.623 2.283  0.2706
H -3.274 2.862 1.787  0.5655
H -1.590 2.299 1.527  0.6427
H -2.083 0.214 2.182  0.2549
H -2.699 -0.384 -0.153  0.2162
H -4.400 0.154 0.099  0.1793
H -3.766 -1.305 1.046  0.3545
H -6.006 3.536 -0.723  0.1570
H -4.858 4.124 0.519  0.3928
H -5.860 3.030 -4.425  0.0232
H -6.552 4.148 -2.499  0.1767
C 9.376 1.434 3.018  -0.2943
Br 11.195 0.847 3.292  -0.0160
Br 8.248 1.019 4.533  -0.0328
Br 9.287 3.311 2.550  0.0197
H 8.986 0.877 2.170  0.3566
C -4.264 -2.800 4.691  -0.3882
Br -3.970 -4.350 3.568  -0.0118
Br -2.629 -1.812 4.988  -0.0392
Br -5.670 -1.673 3.997  0.0040
H -4.595 -3.165 5.657  0.3675
C -6.037 -7.241 1.792  0.0305
Br -4.485 -7.308 0.643  0.0686
Br -7.625 -6.710 0.828  -0.0227
Br -6.297 -8.904 2.745  -0.0287
H -5.847 -6.475 2.538  -0.0438
C -8.702 2.265 -6.040  -0.3494
Br -7.854 0.675 -5.338  0.0087
Br -9.457 3.354 -4.632  -0.0335
Br -7.502 3.278 -7.166  0.0181
H -9.526 1.936 -6.666  0.3585
C -6.885 -8.496 6.512  -0.2323
Br -8.502 -7.765 7.278  -0.0357
Br -5.664 -7.104 5.949  0.0331
Br -6.037 -9.763 7.701  0.0449
H -7.174 -9.042 5.620  0.2026
C 3.890 6.333 1.810  -0.4584
Br 2.324 5.286 1.372  0.0617
Br 5.523 5.435 1.293  0.0172
Br 3.789 8.118 1.071  -0.0506
H 3.911 6.436 2.889  0.4849
C -2.133 -10.515 6.352  -0.2921
Br -1.539 -12.354 6.278  -0.0301
Br -0.666 -9.276 6.126  -0.0205
Br -3.561 -10.171 5.097  0.0893
H -2.538 -10.351 7.346  0.2811
C 12.420 -3.378 3.557  -0.3847
Br 12.545 -2.558 5.307  -0.0190
Br 10.618 -3.308 2.854  -0.0009
Br 13.703 -2.628 2.318  0.0687
H 12.672 -4.425 3.680  0.3399
C -7.304 -2.101 -8.237  -0.3117
Br -6.989 -3.644 -9.359  -0.0437
Br -5.688 -1.082 -7.948  0.0250
Br -8.736 -0.995 -8.923  -0.0088
H -7.624 -2.472 -7.269  0.3394
C 12.521 5.328 0.800  -0.3115
Br 13.097 3.484 0.745  0.0554
Br 14.001 6.550 0.571  -0.0401
Br 11.100 5.673 -0.467  -0.0072
H 12.113 5.503 1.790  0.2988
C -7.832 -13.398 9.358  -0.3430
Br -6.162 -13.792 8.465  -0.0088
Br -7.548 -12.529 11.062  -0.0021
Br -9.026 -12.382 8.227  0.0066
H -8.316 -14.347 9.562  0.3367
C 0.545 4.102 -7.980  -0.3394
Br 1.419 2.515 -7.307  -0.0271
Br -0.143 5.203 -6.547  0.0058
Br 1.694 5.107 -9.167  -0.0426
H -0.307 3.773 -8.565  0.3919
C 15.848 -1.002 -1.162  -0.3587
Br 15.561 -2.916 -1.177  -0.0288
Br 16.493 -0.360 -2.868  -0.0473
Br 14.271 -0.041 -0.583  0.0435
H 16.626 -0.804 -0.433  0.3685
C -3.253 -7.947 -3.453  -0.3422
Br -3.513 -9.620 -2.516  -0.0121
Br -4.934 -7.078 -3.850  0.0015
Br -2.042 -6.770 -2.508  -0.0211
H -2.787 -8.186 -4.403  0.3503

Summary:
HOMO in eV: -8.37
E_LUMO in Eh: -0.0437
Total charge: 0

***

no.,energy (Eh)
1,-3738.1549
2,-2249.1196
3,-3985.9363
4,-111706.2222